Record 1
{"formula": "C22H14F5N2O2Pd", "method": "ωB97M-V/def2-TZVPD", "species": ["Pd", "O", "C", "C", "C", "C", "C", "C", "C", "N", "C", "C", "N", "C", "C", "C", "C", "C", "C", "C", "O", "H", "H", "H", "H", "H", "H", "H", "H", "H", "H", "H", "H", "H", "H", "F", "C", "C", "C", "F", "C", "F", "C", "F", "C", "F"], "xyz": [[-0.093, -0.191, -0.505], [-2.099, -0.318, -0.411], [-2.716, 0.134, 0.642], [-4.132, 0.216, 0.529], [-4.937, 0.743, 1.507], [-4.385, 1.249, 2.686], [-3.018, 1.171, 2.835], [-2.164, 0.591, 1.886], [-0.747, 0.568, 2.298], [0.078, -0.349, 2.016], [1.476, -0.200, 2.339], [2.330, -0.610, 1.121], [1.869, 0.100, -0.057], [2.632, 0.888, -0.712], [2.182, 1.873, -1.660], [3.156, 2.515, -2.445], [2.860, 3.579, -3.258], [1.537, 4.057, -3.262], [0.567, 3.479, -2.488], [0.825, 2.341, -1.664], [-0.135, 1.854, -0.971], [-4.552, -0.151, -0.399], [-6.010, 0.779, 1.348], [-5.005, 1.691, 3.456], [-2.562, 1.558, 3.742], [-0.430, 1.443, 2.892], [1.729, -0.872, 3.165], [1.734, 0.828, 2.640], [2.222, -1.682, 0.951], [3.382, -0.377, 1.322], [3.702, 0.892, -0.479], [4.175, 2.143, -2.392], [3.622, 4.049, -3.865], [1.278, 4.905, -3.886], [-0.449, 3.851, -2.488], [1.731, -2.092, -2.152], [0.922, -2.824, -1.347], [0.029, -2.195, -0.496], [-0.733, -3.056, 0.281], [-1.637, -2.601, 1.159], [-0.613, -4.437, 0.219], [-1.369, -5.232, 0.997], [0.295, -5.015, -0.648], [0.417, -6.351, -0.716], [1.073, -4.198, -1.442], [1.961, -4.747, -2.291]], "relative_energy_ev": 0.151, "total_charge": -1, "e_lumo_ev": 2.87, "orbital_gap_ev": 7.290, "total_energy_ha": -1733.98569}

Record 2
{"formula": "C19H52Cd2N3O9", "method": "ωB97M-V/def2-TZVPD", "species": ["Cd", "Cd", "C", "O", "H", "H", "H", "C", "O", "C", "C", "N", "C", "C", "O", "C", "H", "H", "H", "H", "H", "H", "H", "H", "H", "H", "H", "H", "H", "H", "H", "C", "O", "C", "C", "N", "C", "C", "O", "C", "H", "H", "H", "H", "H", "H", "H", "H", "H", "H", "H", "H", "H", "H", "H", "C", "O", "C", "C", "N", "C", "C", "O", "C", "H", "H", "H", "H", "H", "H", "H", "H", "H", "H", "H", "H", "H", "H", "H", "O", "H", "H", "O", "H", "H"], "xyz": [[4.745, -0.685, 1.462], [5.928, 1.138, -0.882], [2.704, 0.523, -0.993], [3.865, 0.502, -0.173], [1.856, 1.045, -0.545], [2.969, 1.004, -1.940], [2.400, -0.470, -1.337], [-0.150, -1.551, -2.619], [-1.456, -1.138, -2.921], [-2.418, -2.165, -2.913], [-2.525, -2.955, -4.235], [-3.786, -3.713, -4.351], [-4.982, -2.881, -4.421], [-6.187, -3.721, -4.775], [-6.449, -3.511, -6.157], [-6.724, -4.622, -6.970], [0.038, -1.575, -1.539], [0.561, -0.953, -3.190], [0.096, -2.561, -2.973], [-3.388, -1.731, -2.681], [-2.217, -2.890, -2.116], [-1.729, -3.699, -4.315], [-2.435, -2.362, -5.145], [-3.895, -4.310, -3.533], [-4.826, -2.163, -5.227], [-5.229, -2.377, -3.479], [-7.060, -3.332, -4.240], [-6.160, -4.791, -4.557], [-5.903, -5.347, -6.952], [-6.894, -4.254, -7.979], [-7.664, -5.083, -6.636], [-6.451, 3.768, 1.897], [-5.323, 3.189, 1.273], [-5.552, 1.892, 0.767], [-4.257, 1.474, 0.085], [-3.218, 1.212, 1.049], [-1.951, 0.795, 0.475], [-0.935, 0.918, 1.656], [-0.966, 2.263, 2.098], [-0.125, 3.131, 1.362], [-6.148, 4.684, 2.395], [-6.947, 3.154, 2.655], [-7.213, 3.974, 1.138], [-6.361, 1.968, 0.027], [-5.966, 1.167, 1.474], [-3.999, 2.388, -0.475], [-4.437, 0.660, -0.615], [-3.034, 2.015, 1.648], [-1.686, 1.448, -0.369], [-1.893, -0.219, 0.071], [0.076, 0.597, 1.365], [-1.154, 0.231, 2.474], [-0.518, 4.120, 1.623], [-0.212, 3.023, 0.279], [0.898, 3.153, 1.755], [8.720, 0.689, 4.356], [7.344, 0.755, 4.727], [6.710, -0.512, 4.868], [5.242, -0.184, 4.579], [5.125, 0.490, 3.235], [3.923, 1.337, 3.141], [2.634, 0.477, 3.254], [2.852, -0.736, 2.456], [1.808, -1.725, 2.574], [9.402, 0.684, 5.204], [8.950, 1.496, 3.661], [8.976, -0.207, 3.778], [6.747, -0.828, 5.913], [7.104, -1.287, 4.207], [4.931, 0.537, 5.336], [4.666, -1.110, 4.581], [5.828, 1.219, 3.434], [3.893, 1.867, 2.185], [3.917, 2.130, 3.892], [1.717, 0.874, 2.825], [2.516, 0.227, 4.309], [1.203, -1.535, 3.456], [2.373, -2.654, 2.684], [1.236, -1.806, 1.649], [3.257, 3.976, 0.282], [3.365, 3.022, 0.202], [4.120, 4.348, 0.060], [5.256, 2.455, -2.560], [4.508, 2.600, -3.162], [5.965, 3.027, -2.901]], "relative_energy_ev": 0.000, "total_charge": 3, "e_lumo_ev": -12.91, "orbital_gap_ev": 1.305, "total_energy_ha": -1930.70090}

Record 3
{"formula": "C17H14AsCeINO6S", "method": "ωB97M-V/def2-TZVPD", "species": ["Ce", "O", "As", "O", "O", "C", "C", "C", "C", "C", "C", "S", "O", "O", "O", "H", "H", "H", "H", "H", "I", "C", "C", "C", "C", "C", "N", "H", "H", "H", "H", "C", "C", "C", "C", "C", "C", "H", "H", "H", "H", "H"], "xyz": [[-0.035, 1.136, 0.653], [-0.044, 3.646, -0.158], [-1.825, 3.155, -0.279], [-1.891, 2.322, 1.112], [-1.290, 1.566, -1.299], [-0.606, 1.702, -2.455], [-1.128, 2.449, -3.514], [-0.428, 2.570, -4.699], [0.793, 1.932, -4.857], [1.310, 1.175, -3.819], [0.623, 1.056, -2.624], [1.484, 0.224, -1.268], [1.869, 1.333, -0.385], [2.550, -0.537, -1.839], [0.494, -0.586, -0.515], [0.126, 4.590, -0.220], [-2.089, 2.932, -3.372], [-0.834, 3.172, -5.499], [1.341, 2.031, -5.781], [2.258, 0.664, -3.905], [-2.490, -1.057, 1.074], [-2.078, -2.005, -0.819], [-2.142, -3.380, -0.941], [-1.749, -3.915, -2.160], [-1.334, -3.061, -3.172], [-1.361, -1.695, -2.935], [-1.734, -1.182, -1.773], [-2.473, -3.996, -0.120], [-1.760, -4.986, -2.309], [-1.006, -3.448, -4.124], [-1.072, -0.983, -3.695], [0.759, -0.110, 5.818], [1.860, -0.097, 4.980], [1.723, 0.276, 3.649], [0.488, 0.647, 3.062], [-0.603, 0.606, 3.971], [-0.476, 0.246, 5.304], [0.862, -0.393, 6.854], [2.834, -0.378, 5.361], [2.623, 0.279, 3.034], [-1.597, 0.896, 3.618], [-1.350, 0.245, 5.940]], "s2": 0.751, "relative_energy_ev": 0.979, "multiplicity": 2, "total_charge": 0, "e_lumo_ev": [0.14, 0.14], "orbital_gap_ev": [7.837, 7.838], "total_energy_ha": -4569.22141}

Record 4
{"formula": "C17H29N2S3SeSiV", "method": "ωB97M-V/def2-TZVPD", "species": ["V", "C", "C", "S", "C", "C", "S", "C", "C", "S", "H", "H", "H", "H", "H", "H", "H", "H", "H", "H", "H", "H", "C", "N", "C", "Se", "N", "C", "C", "C", "C", "C", "C", "H", "H", "H", "H", "H", "H", "H", "H", "C", "Si", "C", "C", "H", "H", "H", "H", "H", "H", "H", "H", "H"], "xyz": [[-0.101, 0.244, 0.301], [-2.319, -0.099, 2.417], [-2.212, -1.560, 2.024], [-0.656, -1.935, 1.115], [-1.287, -2.996, -0.216], [-2.127, -2.219, -1.206], [-1.347, -0.592, -1.605], [-2.831, 0.466, -1.555], [-3.385, 0.693, -0.159], [-2.063, 1.108, 1.061], [-3.287, 0.104, 2.880], [-1.531, 0.179, 3.125], [-2.197, -2.173, 2.928], [-3.050, -1.879, 1.405], [-0.390, -3.406, -0.685], [-1.853, -3.811, 0.238], [-2.210, -2.761, -2.149], [-3.129, -2.016, -0.830], [-2.505, 1.404, -2.005], [-3.583, 0.006, -2.199], [-4.059, 1.551, -0.172], [-3.934, -0.165, 0.226], [2.900, 3.513, 3.040], [3.049, 2.264, 3.730], [2.530, 1.077, 3.382], [1.749, 0.592, 1.760], [2.875, 0.159, 4.304], [3.652, 0.755, 5.272], [4.267, 0.253, 6.410], [5.010, 1.144, 7.159], [5.143, 2.485, 6.787], [4.528, 2.990, 5.658], [3.769, 2.106, 4.903], [2.172, 3.399, 2.235], [3.859, 3.827, 2.624], [2.553, 4.276, 3.738], [2.630, -0.820, 4.267], [4.174, -0.785, 6.683], [5.509, 0.798, 8.051], [5.748, 3.136, 7.397], [4.652, 4.022, 5.377], [2.407, 2.494, -1.030], [0.579, 2.040, -1.394], [0.466, 1.626, -3.261], [-0.547, 3.495, -0.789], [2.708, 3.309, -1.685], [3.078, 1.659, -1.218], [2.560, 2.823, -0.006], [0.799, 2.498, -3.818], [-0.529, 1.378, -3.616], [1.129, 0.806, -3.523], [-0.234, 4.406, -1.293], [-0.450, 3.667, 0.283], [-1.603, 3.360, -1.009]], "s2": 2.294, "relative_energy_ev": 0.409, "multiplicity": 3, "total_charge": 2, "e_lumo_ev": [-6.87, -6.02], "orbital_gap_ev": [7.152, 7.574], "total_energy_ha": -5603.67916}

Record 5
{"formula": "C11H12N2", "method": "ωB97M-V/def2-TZVPD", "species": ["C", "C", "C", "C", "C", "C", "C", "C", "C", "C", "C", "H", "H", "H", "H", "H", "H", "H", "H", "H", "H", "H", "H", "N", "N"], "xyz": [[-0.848, 2.498, -0.232], [-1.427, 1.086, -0.307], [-2.721, 0.661, -0.224], [-2.683, -0.771, 0.087], [-1.352, -1.123, 0.091], [-0.759, -2.466, 0.440], [0.763, 0.046, -0.149], [1.435, 0.614, 0.933], [2.812, 0.566, 0.949], [2.868, -0.489, -1.034], [1.495, -0.585, -1.124], [-1.549, 3.207, -0.787], [0.142, 2.560, -0.675], [-0.826, 2.845, 0.795], [-3.648, 1.252, -0.376], [-3.561, -1.443, 0.251], [0.244, -2.238, 0.825], [-0.702, -3.074, -0.433], [-1.343, -2.963, 1.222], [0.912, 0.936, 1.805], [3.392, 0.965, 1.807], [3.478, -0.951, -1.751], [0.966, -1.104, -1.940], [-0.635, -0.016, -0.177], [3.550, -0.015, 0.006]], "relative_energy_ev": 0.877, "total_charge": 0, "e_lumo_ev": 0.76, "smiles": "Cc1ccc(C)n1-c1ccncc1", "orbital_gap_ev": 8.711, "total_energy_ha": -535.85112}

Record 6
{"formula": "C8H8O", "method": "ωB97M-V/def2-TZVPD", "species": ["C", "C", "C", "C", "C", "C", "C", "C", "O", "H", "H", "H", "H", "H", "H", "H", "H"], "xyz": [[-0.940, -1.411, -0.664], [0.458, -1.596, -0.368], [1.015, -1.005, 0.955], [0.113, 0.151, 1.289], [-1.697, -0.468, -0.166], [1.296, -0.284, -0.276], [0.350, 0.808, 0.122], [-0.076, 2.131, -0.308], [-2.566, 0.185, 0.280], [-1.444, -1.980, -1.414], [0.772, -2.592, -0.753], [1.802, -1.618, 1.478], [-0.733, 0.236, 1.908], [2.174, -0.043, -0.798], [-1.021, 2.035, -0.830], [0.617, 2.557, -0.971], [-0.120, 2.896, 0.514]], "relative_energy_ev": 3.817, "total_charge": 0, "e_lumo_ev": 0.94, "orbital_gap_ev": 8.930, "total_energy_ha": -384.70318}

Record 7
{"formula": "C6H10O", "method": "ωB97M-V/def2-TZVPD", "species": ["C", "C", "C", "C", "C", "C", "O", "H", "H", "H", "H", "H", "H", "H", "H", "H", "H"], "xyz": [[-1.954, 0.269, -0.065], [-0.746, 0.231, 0.869], [0.180, -0.933, 0.488], [1.561, -1.082, 0.879], [1.437, -0.168, -0.059], [1.025, 1.238, -0.268], [0.029, 1.422, 0.735], [-2.599, -0.603, 0.090], [-1.649, 0.275, -1.120], [-2.539, 1.173, 0.123], [-1.074, 0.204, 1.910], [0.597, -0.957, -1.726], [-0.305, -1.752, -0.065], [2.221, -1.879, 1.178], [1.356, -0.798, -1.627], [1.830, 1.946, -0.064], [0.629, 1.415, -1.280]], "relative_energy_ev": 4.919, "total_charge": 0, "e_lumo_ev": 0.89, "orbital_gap_ev": 9.542, "total_energy_ha": -309.66162}

Record 8
{"formula": "C21H70N6O14", "method": "ωB97M-V/def2-TZVPD", "species": ["C", "C", "O", "H", "H", "H", "H", "H", "H", "C", "C", "O", "H", "H", "H", "H", "H", "H", "C", "C", "O", "H", "H", "H", "H", "H", "H", "C", "C", "O", "H", "H", "H", "H", "H", "H", "C", "C", "O", "H", "H", "H", "H", "H", "H", "C", "C", "O", "H", "H", "H", "H", "H", "H", "C", "C", "O", "H", "H", "H", "H", "H", "H", "C", "O", "N", "N", "H", "H", "H", "H", "C", "O", "N", "N", "H", "H", "H", "H", "C", "O", "N", "N", "H", "H", "H", "H", "C", "O", "H", "H", "H", "H", "C", "O", "H", "H", "H", "H", "C", "O", "H", "H", "H", "H", "C", "O", "H", "H", "H", "H"], "xyz": [[-7.360, -11.726, -17.569], [-7.180, -13.063, -16.902], [-8.408, -13.612, -16.502], [-6.536, -11.082, -17.788], [-7.868, -11.086, -16.809], [-8.114, -11.616, -18.383], [-6.620, -13.134, -15.986], [-6.660, -13.805, -17.553], [-7.996, -14.561, -16.443], [-8.273, -14.774, -10.000], [-6.921, -14.704, -9.210], [-7.040, -15.273, -7.914], [-8.984, -14.045, -9.664], [-8.777, -15.732, -9.903], [-8.152, -14.738, -11.041], [-6.391, -13.759, -9.181], [-6.244, -15.397, -9.738], [-6.470, -16.064, -8.027], [-10.927, -13.722, -12.301], [-11.953, -14.663, -11.588], [-12.272, -14.116, -10.348], [-11.457, -12.768, -12.438], [-10.744, -14.110, -13.263], [-10.072, -13.538, -11.700], [-11.482, -15.643, -11.525], [-12.756, -14.885, -12.276], [-11.910, -14.578, -9.675], [-4.095, -18.885, -15.988], [-4.127, -17.737, -15.017], [-5.364, -17.142, -14.713], [-3.012, -19.318, -16.096], [-4.475, -18.558, -16.946], [-4.755, -19.717, -15.811], [-3.436, -17.010, -15.377], [-3.711, -18.133, -14.114], [-5.318, -16.769, -13.826], [-7.717, -19.483, -14.485], [-9.265, -19.389, -14.733], [-9.883, -19.650, -13.481], [-7.047, -19.254, -15.288], [-7.552, -20.539, -14.295], [-7.397, -18.968, -13.603], [-9.612, -20.128, -15.493], [-9.552, -18.430, -15.195], [-10.833, -19.806, -13.547], [-9.257, -18.645, -9.101], [-9.568, -18.642, -10.594], [-8.467, -18.198, -11.286], [-8.448, -19.366, -8.824], [-10.155, -19.020, -8.597], [-8.875, -17.732, -8.711], [-10.442, -18.063, -10.787], [-9.797, -19.574, -11.072], [-8.545, -18.665, -12.106], [-12.180, -17.479, -13.505], [-13.302, -18.266, -12.812], [-12.786, -19.597, -12.518], [-11.278, -17.382, -12.927], [-12.453, -16.485, -13.830], [-11.920, -18.075, -14.384], [-14.238, -18.215, -13.419], [-13.627, -17.785, -11.841], [-12.816, -19.639, -11.581], [-5.751, -10.930, -14.421], [-6.461, -9.715, -14.553], [-4.566, -11.094, -14.956], [-6.091, -11.868, -13.656], [-4.276, -10.374, -15.579], [-4.068, -11.981, -14.883], [-6.872, -11.688, -13.010], [-5.554, -12.837, -13.637], [-5.137, -18.177, -11.044], [-5.441, -17.068, -11.892], [-6.009, -18.748, -10.283], [-3.915, -18.608, -10.786], [-6.996, -18.557, -10.321], [-5.782, -19.609, -9.774], [-3.212, -18.150, -11.264], [-3.691, -19.576, -10.543], [-4.063, -14.177, -14.949], [-4.293, -14.688, -16.234], [-4.908, -14.248, -13.973], [-3.085, -13.384, -14.716], [-5.849, -14.517, -14.204], [-4.586, -14.258, -12.979], [-2.416, -13.457, -15.438], [-2.767, -13.030, -13.820], [-8.477, -15.824, -13.587], [-7.702, -14.715, -13.854], [-7.806, -16.693, -13.407], [-9.299, -16.087, -14.270], [-9.041, -15.730, -12.651], [-8.146, -13.968, -14.282], [-7.541, -16.736, -17.747], [-7.197, -16.065, -16.515], [-7.963, -17.752, -17.446], [-6.679, -16.914, -18.443], [-8.167, -16.161, -18.397], [-6.720, -16.675, -16.020], [-9.682, -11.044, -14.598], [-9.606, -9.953, -13.700], [-10.452, -11.760, -14.270], [-8.820, -11.695, -14.663], [-9.789, -10.678, -15.653], [-9.083, -10.228, -12.906], [-11.035, -15.955, -16.625], [-11.159, -14.705, -15.928], [-11.172, -16.883, -16.058], [-10.076, -16.167, -17.117], [-11.840, -15.965, -17.428], [-10.735, -14.055, -16.505]], "relative_energy_ev": 2.906, "total_charge": 0, "e_lumo_ev": -0.12, "orbital_gap_ev": 8.097, "total_energy_ha": -2223.73487}

Record 9
{"formula": "C4H9NO", "method": "ωB97M-V/def2-TZVPD", "species": ["C", "C", "N", "H", "H", "H", "H", "H", "C", "C", "O", "H", "H", "H", "H"], "xyz": [[-1.938, -1.380, -0.173], [-1.461, 0.882, -0.621], [-1.948, 0.036, 0.177], [-2.821, -1.595, -0.774], [-2.039, -1.901, 0.784], [-1.065, -1.813, -0.670], [-1.849, 1.895, -0.516], [-0.836, 0.670, -1.491], [1.439, -0.289, 0.823], [2.401, 0.432, 0.265], [2.029, 1.687, -0.217], [1.589, -1.250, 1.298], [0.423, 0.076, 0.859], [3.447, 0.202, 0.131], [2.630, 2.348, 0.125]], "relative_energy_ev": 3.154, "total_charge": 0, "e_lumo_ev": 0.90, "smiles": "C=CO.C=NC", "orbital_gap_ev": 10.263, "total_energy_ha": -287.71656}

Record 10
{"formula": "C2H4O3P2", "method": "ωB97M-V/def2-TZVPD", "species": ["C", "C", "O", "O", "O", "P", "P", "H", "H", "H", "H"], "xyz": [[0.260, -0.525, 0.212], [0.521, -1.743, -0.316], [1.258, 4.253, 2.932], [-0.399, 0.965, 3.355], [1.247, 3.648, 0.439], [0.815, 1.416, 2.572], [0.620, 3.533, 1.793], [-0.750, -0.073, 0.213], [-0.147, -2.245, -1.099], [1.634, -2.080, -0.133], [-0.807, 3.739, 1.540]], "relative_energy_ev": 1.862, "total_charge": -2, "e_lumo_ev": [7.01, 7.01], "orbital_gap_ev": [6.108, 6.107], "total_energy_ha": -986.95625}